[1]
{
  "formula": "C16H26O3PdSiTe4",
  "method": "ωB97M-V/def2-TZVPD",
  "charge": 0,
  "gap_ha": [0.22002, 0.19644],
  "homo_energy_ev": [-6.97, -7.67],
  "s2": 6.042,
  "de_lowest_kj_mol": 73.8,
  "multiplicity": 5,
  "elements": ["C", "C", "H", "C", "H", "H", "C", "H", "H", "C", "H", "O", "H", "H", "H", "Te", "C", "H", "C", "H", "C", "H", "H", "H", "O", "H", "H", "H", "Si", "Te", "C", "C", "H", "O", "H", "H", "C", "C", "H", "Te", "C", "Pd", "H", "Te", "C", "C", "H", "H", "H", "H", "C"],
  "coordinates": [[-1.460, -2.383, -2.225], [-5.243, 0.673, -0.350], [-0.861, -1.356, 2.760], [-0.961, -4.641, -1.311], [-0.780, -5.281, -0.444], [2.652, -2.576, -0.370], [0.328, -2.990, 1.907], [-0.634, -2.749, 3.818], [0.468, -4.844, 3.015], [-6.609, 0.880, -0.256], [-3.416, -3.476, -0.781], [-2.472, 0.612, -0.654], [-2.193, -2.896, -2.858], [-7.258, 0.648, -1.089], [1.767, -2.825, 3.502], [4.309, 2.055, -0.838], [-2.936, 0.638, 0.518], [-4.613, 2.175, 3.627], [0.311, -4.530, 1.978], [-4.803, 0.285, -1.259], [-2.594, -3.156, -0.132], [-0.645, -4.945, 1.654], [-0.094, -4.707, -1.969], [-2.566, -3.837, 0.723], [-4.087, 1.799, 2.913], [-1.785, -2.827, 2.482], [1.103, -4.985, 1.377], [1.846, -4.091, -0.782], [0.193, -2.495, 0.074], [1.774, 0.315, -0.436], [-4.384, 0.951, 0.711], [-1.283, -3.184, -0.925], [-1.829, -1.375, -2.047], [-2.193, 0.353, 1.498], [-0.529, -2.309, -2.794], [-8.192, 1.569, 1.021], [-4.918, 1.480, 1.888], [1.754, -3.001, -0.818], [2.523, -2.860, 1.910], [0.364, 2.713, 0.229], [1.663, -2.483, 2.467], [-0.574, -0.259, 0.166], [1.722, -2.705, -1.869], [2.410, 4.287, 0.100], [-6.290, 1.698, 1.984], [-7.128, 1.395, 0.924], [-2.839, -2.159, 0.242], [-1.816, -5.059, -1.854], [-6.696, 2.112, 2.900], [1.712, -1.393, 2.469], [-0.807, -2.443, 2.780]]
}


[2]
{
  "formula": "C16H27BF4N2O7S",
  "method": "ωB97M-V/def2-TZVPD",
  "charge": 0,
  "gap_ha": 0.21015,
  "homo_energy_ev": -7.67,
  "elements": ["H", "H", "H", "B", "H", "H", "H", "H", "H", "C", "C", "H", "N", "O", "H", "H", "C", "H", "C", "H", "H", "O", "C", "N", "F", "H", "C", "O", "F", "O", "C", "C", "F", "H", "O", "F", "C", "S", "C", "H", "H", "C", "H", "C", "C", "C", "H", "H", "H", "O", "H", "H", "H", "O", "C", "H", "C", "H"],
  "coordinates": [[-0.947, 4.244, 1.523], [-1.174, 1.972, -1.663], [-3.105, -4.555, 1.830], [-1.796, -2.739, 1.865], [-3.938, -3.015, 2.526], [-3.137, 2.661, -0.142], [-3.704, -0.177, 2.403], [-1.957, 2.921, 2.256], [2.328, 1.537, -2.301], [-1.768, -0.001, 1.336], [-0.854, 0.816, 0.289], [3.452, -2.828, 1.875], [0.386, -0.053, 0.369], [1.536, -0.681, -3.122], [-2.467, 0.740, -1.293], [0.932, -3.457, 0.896], [2.560, -2.109, 1.840], [-3.439, 4.283, 0.639], [-1.318, -1.505, 0.926], [-3.547, 1.439, 1.569], [-5.724, -0.119, 1.451], [-0.893, -3.266, 2.843], [-3.320, 0.324, 1.433], [1.375, 1.608, -2.727], [7.392, -0.744, -3.614], [-0.619, -1.195, -1.846], [-1.478, 3.255, 1.267], [-4.105, -0.271, 0.362], [6.325, -0.856, -1.736], [-5.431, 0.008, 0.519], [-3.257, -3.426, 1.710], [6.180, -0.548, -3.049], [-2.107, 4.270, -0.973], [-1.397, 0.241, 2.398], [5.442, 1.328, -4.760], [5.368, -1.499, -3.567], [0.279, -1.343, 0.684], [5.533, 1.175, -3.315], [2.577, -1.020, 2.755], [1.260, 0.450, 0.151], [-3.674, -3.243, 0.668], [-2.611, 3.621, 0.213], [0.380, 2.104, 1.610], [0.810, 0.269, -2.721], [-1.334, 0.926, -1.238], [1.422, -2.436, 0.782], [0.854, 2.206, -2.066], [1.718, -0.940, 3.498], [-1.814, -1.657, -0.094], [4.235, 1.197, -2.643], [3.462, -0.297, 2.723], [1.935, -2.451, -0.251], [0.303, 2.752, -0.090], [6.521, 2.051, -2.699], [-0.346, 2.271, 0.728], [-1.309, -0.155, -3.172], [-0.650, -0.125, -2.228], [-1.347, -3.959, 3.369]]
}


Number 1: E -2340.42910 hartree. Number 2: E -2084.28467 hartree.